(1)
Molecular formula: C15H36BCl2F4NO5
Method: DFT, ωB97M-V/def2-TZVPD

Structure (ORCA input):
```
! wB97M-V def2-TZVPD RIJCOSX def2/J DEFGRID3
* xyz 0 1
N 16.5295 -15.0718 27.1158
H 17.3222 -14.6671 27.6299
H 15.8864 -14.3833 26.7301
H 16.0344 -15.6568 27.8160
H 16.8437 -15.6776 26.3459
B 16.4858 -16.8054 24.4066
F 17.7555 -16.4164 24.8619
F 16.5431 -17.9893 23.6626
F 15.6489 -17.0817 25.5288
F 15.9916 -15.7091 23.6638
C 11.6427 -14.8615 27.6251
C 11.9603 -13.6570 28.4759
C 13.4776 -13.5698 28.5072
O 13.8773 -14.1777 27.2754
C 13.0145 -15.2877 27.0187
H 10.8994 -14.7872 26.8400
H 11.4443 -15.6773 28.3265
H 11.5038 -13.7086 29.4667
H 11.5903 -12.6912 28.1140
H 13.8411 -14.2298 29.3056
H 13.8805 -12.5608 28.4855
H 13.4906 -16.1672 27.4652
H 12.9624 -15.4181 25.9388
C 15.0539 -9.9596 26.9169
C 15.0833 -11.1001 25.9171
C 16.4789 -11.6435 26.0933
O 17.2404 -10.4462 26.2046
C 16.5214 -9.5112 26.9937
H 14.6328 -10.1457 27.9090
H 14.3586 -9.2165 26.5132
H 14.9603 -10.6496 24.9331
H 14.2170 -11.7303 26.1321
H 16.7833 -12.3521 25.3197
H 16.6880 -12.2273 27.0064
H 16.6901 -8.5244 26.5600
H 16.8200 -9.4300 28.0450
C 15.3010 -18.0637 30.9871
C 14.9475 -19.0270 29.8509
C 15.7609 -18.3836 28.7159
O 15.7934 -16.9712 28.9701
C 15.3724 -16.7142 30.3277
H 16.2369 -18.4559 31.3951
H 14.5418 -18.1254 31.7681
H 13.8694 -18.9291 29.7095
H 15.2805 -20.0502 29.9927
H 15.3487 -18.5333 27.7173
H 16.7761 -18.7886 28.7035
H 14.3873 -16.2404 30.3379
H 16.0703 -16.0334 30.8140
C 19.3462 -15.0291 28.9420
C 18.8303 -13.8669 29.7864
O 17.4060 -13.7777 29.7458
O 19.2864 -14.7441 27.5408
H 18.7930 -15.9425 29.1842
H 20.3720 -15.2701 29.2281
H 19.3520 -12.9237 29.5857
H 19.1360 -13.9546 30.8407
H 17.1838 -12.9130 30.1086
H 20.1792 -14.6386 27.2079
C 18.2145 -19.3106 25.9588
Cl 18.0541 -20.7703 26.9959
Cl 19.7404 -18.4811 26.3562
H 18.2062 -19.5265 24.8978
H 17.4434 -18.5808 26.1726
*
```

Calculated values
E, Eh: -2368.95015
HOMO energy, eV: -9.9
E_LUMO, eV: 0.001
Kohn-Sham gap, eV: 9.911

(2)
Molecular formula: C15H36Cl2O8
Method: DFT, ωB97M-V/def2-TZVPD

Structure (ORCA input):
```
! wB97M-V def2-TZVPD RIJCOSX def2/J DEFGRID3
* xyz 0 1
C -10.8310 -11.3615 -4.4307
C -12.0011 -11.7927 -5.3355
C -12.7912 -12.7025 -4.4951
O -11.6779 -13.3587 -3.7540
C -10.7035 -12.4439 -3.3768
H -10.9837 -10.4405 -3.8682
H -9.9473 -11.3787 -5.0687
H -11.6840 -12.1112 -6.3285
H -12.6475 -10.9175 -5.4007
H -13.4209 -13.4369 -4.9973
H -13.4163 -12.1610 -3.7850
H -9.6962 -12.8007 -3.1621
H -11.0824 -12.2044 -2.3832
C -21.3248 -15.1927 -10.5559
C -21.8114 -15.8950 -9.2587
C -21.9423 -17.3315 -9.6541
O -21.3470 -17.4018 -10.9329
C -21.4809 -16.1859 -11.6719
H -20.3443 -14.7174 -10.5275
H -21.9676 -14.3411 -10.7787
H -22.7709 -15.4044 -9.0953
H -21.2351 -15.6221 -8.3747
H -22.9533 -17.7332 -9.7211
H -21.3145 -17.8978 -8.9662
H -22.4683 -16.0595 -12.1159
H -20.8911 -16.1522 -12.5880
C -24.1210 -9.7140 -8.7101
C -25.4368 -8.9075 -8.5920
O -25.7927 -8.7928 -7.2636
O -22.9366 -9.0415 -8.3832
H -24.0607 -10.0563 -9.7432
H -24.1327 -10.6743 -8.1947
H -26.2025 -9.4669 -9.1294
H -25.2452 -7.9487 -9.0739
H -26.3654 -9.5398 -7.0748
H -23.0000 -8.8769 -7.4395
C -18.7567 -12.0649 -16.2563
C -18.9672 -12.1067 -14.7252
O -19.3964 -10.8397 -14.2845
O -18.3610 -13.3447 -16.7093
H -18.0662 -11.2681 -16.5330
H -19.7119 -11.8403 -16.7310
H -18.0309 -12.3534 -14.2247
H -19.6499 -12.8422 -14.2997
H -19.2551 -10.6691 -13.3504
H -18.2825 -13.2533 -17.6618
C -18.4091 -10.7282 -8.5159
C -17.1425 -9.8917 -8.1509
O -15.9965 -10.0462 -9.0162
O -18.9282 -10.1558 -9.7048
H -19.1580 -10.7402 -7.7239
H -18.1238 -11.7655 -8.6915
H -16.7686 -10.1033 -7.1492
H -17.3536 -8.8262 -8.0601
H -16.1556 -9.5723 -9.8358
H -19.8492 -10.0118 -9.4755
C -16.6594 -7.2480 -3.2325
Cl -15.5184 -8.6363 -3.1639
Cl -16.6482 -6.3048 -1.7513
H -16.3065 -6.6081 -4.0413
H -17.6155 -7.7417 -3.4066
*
```

Calculated values
E, Eh: -2115.24295
HOMO energy, eV: -9.2
E_LUMO, eV: 0.166
Kohn-Sham gap, eV: 9.360
Energy relative to the best compared isomer or geometry (same formula, charge and spin), kJ/mol: 72.0

(3)
Molecular formula: C15H36IrN6S5
Method: DFT, ωB97M-V/def2-TZVPD

Structure (ORCA input):
```
! wB97M-V def2-TZVPD RIJCOSX def2/J DEFGRID3
* xyz 2 6
Ir 0.2836 0.3165 0.0501
C -3.4299 0.0339 0.4886
C -2.6710 1.2217 1.0940
N -1.3200 0.9632 1.6086
C -1.2092 0.1986 2.8600
C -1.0390 -1.2969 2.6042
N 0.0692 -1.5475 1.6751
C 0.0761 -2.9583 1.2933
C 1.2553 -3.4417 0.4443
C 1.7988 -2.5162 -0.6578
N 0.8716 -1.5529 -1.2553
C -0.2741 -2.0861 -1.9908
C -1.1549 -0.9161 -2.4402
N -1.6412 -0.1386 -1.2907
C -2.6749 -0.8440 -0.5217
H -4.3179 0.4566 0.0144
H -3.7925 -0.6165 1.2838
H -3.3008 1.6342 1.8940
H -2.5603 1.9893 0.3234
H -0.8980 1.8744 1.7831
H -2.0832 0.3585 3.5004
H -0.3266 0.5594 3.3945
H -1.9536 -1.7189 2.1820
H -0.8663 -1.8007 3.5641
H 0.9460 -1.3323 2.1524
H -0.8628 -3.1630 0.7725
H 0.0698 -3.5822 2.1959
H 0.9394 -4.3854 -0.0030
H 2.1008 -3.6739 1.0960
H 2.2181 -3.1556 -1.4453
H 2.6207 -1.9250 -0.2486
H 1.4241 -1.0138 -1.9269
H -0.8394 -2.7602 -1.3510
H 0.0519 -2.6487 -2.8732
H -1.9911 -1.2984 -3.0392
H -0.5557 -0.2431 -3.0603
H -2.0490 0.7257 -1.6413
H -2.1811 -1.6552 0.0078
H -3.4140 -1.2875 -1.2033
S 2.1233 0.9331 1.6890
S 3.7642 1.6900 0.9801
S 3.6485 1.9082 -1.2364
S 1.8835 1.3556 -1.8805
C -1.8240 4.7209 -5.1491
C -1.0779 5.2786 -3.9437
N -0.6837 4.2325 -3.0011
C -1.0530 4.0268 -1.7454
S 0.0305 3.1869 -0.6913
N -2.1795 4.4357 -1.1713
C -3.4220 4.9439 -1.7311
C -3.6909 6.3801 -1.3078
H -2.0033 5.5181 -5.8638
H -2.7850 4.2946 -4.8738
H -1.2327 3.9558 -5.6425
H -1.6659 6.0369 -3.4276
H -0.1552 5.7491 -4.2997
H 0.1442 3.7290 -3.2892
H -2.1687 4.3977 -0.1583
H -4.2268 4.3016 -1.3506
H -3.3961 4.8492 -2.8128
H -3.7706 6.4505 -0.2259
H -4.6305 6.7104 -1.7384
H -2.9050 7.0518 -1.6432
*
```

Calculated values
E, Eh: -3016.39675
HOMO energy (spin up / spin down), eV: -13.1 / -14.1
E_LUMO (spin up / spin down), eV: -5.764 / -8.027
Kohn-Sham gap (spin up / spin down), eV: 7.317 / 6.118
Expectation value of S²: 8.773
Energy relative to the best compared isomer or geometry (same formula, charge and spin), kJ/mol: 168.7

(4)
Molecular formula: C15H36O11P2
Method: DFT, ωB97M-V/def2-TZVPD

Structure (ORCA input):
```
! wB97M-V def2-TZVPD RIJCOSX def2/J DEFGRID3
* xyz 0 1
C -123.9233 -43.3562 -63.3232
C -125.1355 -43.7458 -64.2170
O -124.9156 -44.3532 -65.1285
C -126.4986 -43.2466 -63.5997
H -123.3787 -42.5140 -63.8692
H -123.3085 -44.0546 -63.0793
H -124.3656 -42.8407 -62.3074
H -126.7298 -43.4237 -62.4704
H -127.4965 -43.8309 -64.2089
H -126.4232 -42.1375 -63.6062
C -118.3235 -33.3753 -55.9077
C -119.0873 -34.6190 -56.0474
O -120.0919 -34.8398 -55.3299
C -118.7510 -35.6210 -57.0657
H -117.4236 -33.7039 -55.5808
H -118.6385 -32.8208 -55.0108
H -118.4585 -32.9481 -56.8720
H -117.7761 -36.0757 -57.0339
H -118.7614 -35.1779 -58.0702
H -119.3955 -36.5804 -57.0537
C -124.8559 -39.3779 -54.1076
C -125.5910 -40.6992 -54.5881
O -126.8633 -40.6695 -54.6482
C -124.8550 -41.8163 -55.0745
H -124.0889 -39.6187 -53.3278
H -125.5763 -38.8397 -53.8914
H -124.1413 -39.0682 -54.8351
H -124.0349 -41.3529 -55.8122
H -125.5752 -42.5749 -55.4595
H -124.5978 -42.4110 -54.3289
C -121.3704 -39.0833 -58.6864
O -122.5575 -39.2649 -57.7560
P -124.0008 -39.3399 -58.4422
O -124.0484 -39.0898 -59.8892
O -124.6408 -40.8127 -58.1989
C -124.9095 -41.7210 -59.2423
O -125.0057 -38.3567 -57.5661
C -126.3791 -38.4951 -57.4263
H -121.5420 -38.3435 -59.3990
H -121.2129 -39.8987 -59.2903
H -120.6929 -39.1166 -57.8402
H -125.5227 -41.2897 -59.9286
H -125.3554 -42.6582 -58.7955
H -124.0660 -41.9333 -59.9181
H -126.4661 -39.5836 -56.9430
H -126.6659 -38.1100 -58.3717
H -126.7698 -37.9742 -56.4892
C -124.3395 -34.8838 -56.6459
O -123.7883 -34.1644 -57.6242
P -122.9840 -34.9195 -58.8837
O -122.8380 -36.3742 -58.5571
O -123.9594 -34.7520 -60.1341
C -125.2308 -35.2890 -60.1700
O -121.5496 -34.5174 -59.2744
C -121.0088 -34.9466 -60.4632
H -125.0851 -34.3841 -56.1157
H -123.5184 -34.9697 -55.9680
H -124.9109 -35.7865 -56.9066
H -125.0999 -36.4406 -60.1116
H -125.6029 -35.2545 -61.2769
H -125.8184 -34.7467 -59.5320
H -119.9308 -34.5029 -60.5374
H -121.5205 -34.6915 -61.3000
H -120.9196 -35.9804 -60.4479
*
```

Calculated values
E, Eh: -2103.32844
HOMO energy, eV: -9.5
E_LUMO, eV: 0.535
Kohn-Sham gap, eV: 9.999
Energy relative to the best compared isomer or geometry (same formula, charge and spin), kJ/mol: 134.6